ORCA calculation (ωB97M-V/def2-TZVPD) on a gas-phase ion, C9H20N3O2 (charge -1).

```
34
Properties=species:S:1:pos:R:3:mulliken_charge:R:1
H 4.6717 -1.3160 -0.6606 0.315
H -0.8068 1.9729 -0.4945 0.395
H -4.8207 1.2382 0.1086 0.282
H -1.4887 0.3229 1.9643 0.272
N -1.3279 0.0256 -0.1470 0.134
H -3.6263 -0.4923 2.0663 0.302
O -0.9445 2.0306 -2.7504 -0.784
N -4.5026 1.1215 1.0602 -0.691
H -0.0256 -1.2925 0.8934 0.408
C 1.0202 0.9805 -0.0294 -1.421
C -0.3001 1.0642 -2.2937 -0.040
H 0.8594 0.8021 1.0447 0.414
N -0.4886 -2.0953 -0.9536 -0.359
H 3.0174 0.2311 1.3967 0.319
C 4.5211 -0.4851 0.0350 -1.371
C -0.3545 1.0087 -0.7173 0.204
H 2.8162 -1.4432 0.9125 0.224
H -1.2865 -2.3526 -1.5205 0.192
C -3.4818 0.0740 1.1389 -0.541
H -2.0247 1.6482 0.9352 0.387
C -0.8844 -1.3110 0.1969 -1.108
H 5.2354 -0.6093 0.8558 0.394
H -4.1330 2.0116 1.3654 0.255
C 2.0587 -0.0287 -0.5428 -0.160
H 2.5926 0.4084 -1.3906 0.499
H -0.0159 -2.9382 -0.6523 0.196
H -1.7195 -1.7564 0.7597 0.464
H 4.7723 0.4371 -0.4947 0.360
C -2.0212 0.5624 1.0242 -0.526
H 1.4436 1.9900 -0.0971 0.412
H -3.6463 -0.6192 0.3109 0.340
O 0.2732 0.1440 -2.8958 -0.668
H 1.5413 -0.8882 -0.9644 0.283
C 3.0766 -0.4460 0.5360 -0.383
```

Calculated values
Structure (SMILES): CCCC[C@@H](C(=O)[O-])N(CN)CCN
E_tot: -669.6955 Ha
HOMO: -3.77 eV
Energy relative to the best compared isomer or geometry (same formula, charge and spin): 0.000 eV
Gap between HOMO and LUMO: 7.12 eV
Charge: -1